The following is a quantum chemistry calculation of one molecule with the formula C4H7NO at a distorted geometry, from the Open Molecules 2025 dataset.

Bonds (Å) are listed after each position.
Element x y z (Å)
1 H 0.20083 0.45832 -1.61836  N2 1.025
2 N 0.56315 1.33061 -1.22008  H1 1.025, C3 1.272
3 C 0.41399 1.32128 0.04350  N2 1.272, C4 1.465, H8 1.107
4 C -0.93860 0.77657 0.18171  C3 1.465, C5 1.341, H9 1.080
5 C -1.18760 -0.51303 -0.08984  C4 1.341, O6 1.382, H10 1.074
6 O -0.15063 -1.29490 -0.56161  C5 1.382, C7 1.427
7 C 0.86591 -1.15242 0.42911  O6 1.427, H11 1.118, H12 1.077, H13 1.106
8 H 0.99655 1.99026 0.70630  C3 1.107
9 H -1.69590 1.54181 0.26267  C4 1.080
10 H -2.15889 -0.95421 -0.21821  C5 1.074
11 H 0.22901 -0.63727 1.18936  C7 1.118
12 H 1.05290 -2.10770 0.88911  C7 1.077
13 H 1.80928 -0.75930 0.00633  C7 1.106

energy above the lowest of the compared OMol25 structures with the same formula, charge and spin: 110.3 kcal/mol
total charge: 0
energy: -286.4559 Eh
structure (SMILES): [H]/N=C\C=C/OC